ORCA calculation (ωB97M-V with the def2-TZVPD basis set) on a cluster of 11 separate species, C14H51N21O11 in total at a distorted geometry.

As for the energy relative to the best compared isomer or geometry (same formula, charge and spin): 194.8 kcal per mole. For the total energy, the calculation gives -69163.08398 eV. The HOMO-LUMO gap comes out at 9.4 eV.

Each line ends with the Löwdin charge.
Geometry (Å):
C 0.91602 -1.19705 -1.05694  -0.061
C -0.08515 -0.18793 -0.49144  -0.418
C 0.30922 1.35883 -0.55738  -0.175
O 1.62419 1.43071 -0.07193  -0.194
C 1.67670 1.39932 1.32451  -0.125
N -1.27687 -0.37608 -1.30085  0.005
H 1.17663 -0.96198 -2.08889  0.082
H 0.59790 -2.23182 -0.92980  0.081
H 1.87063 -0.93053 -0.60330  0.068
H -0.35772 -0.45056 0.53073  0.127
H -0.44512 1.96765 -0.05897  0.118
H 0.31742 1.64071 -1.61027  0.119
H 2.60814 1.85558 1.65970  0.092
H 1.59436 0.39334 1.73599  0.085
H 0.94036 1.98465 1.87523  0.088
H -1.02562 -0.32081 -2.27753  0.064
H -1.57471 -1.33862 -1.23077  0.062
C -3.80791 -4.68058 0.37630  -0.744
O -4.51600 -4.83003 -0.63613  -0.006
N -2.57628 -5.10788 0.47007  0.156
N -4.14787 -3.99266 1.46543  0.151
H -2.21818 -5.47918 -0.39826  0.116
H -1.90630 -4.87601 1.18941  0.106
H -3.49541 -3.82296 2.21750  0.106
H -5.06430 -3.57207 1.40760  0.112
C 1.68040 -6.38493 3.72760  -0.786
O 1.49137 -6.50425 4.92411  0.027
N 2.12562 -7.36637 2.94095  0.160
N 1.44647 -5.28884 3.09806  0.153
H 2.45112 -7.13548 2.01314  0.104
H 2.10598 -8.31615 3.28393  0.116
H 1.00215 -4.53271 3.59902  0.115
H 1.92947 -5.01088 2.25571  0.113
C 4.44723 5.55477 -2.33154  -0.879
O 4.73303 6.66774 -2.51492  0.087
N 3.51974 4.93138 -2.98397  0.162
N 4.91934 4.85353 -1.35449  0.168
H 3.02114 4.07044 -2.80997  0.112
H 3.18636 5.48396 -3.76089  0.114
H 5.66013 5.32748 -0.85780  0.125
H 4.50009 3.95837 -1.14709  0.112
C 4.36138 -0.52437 5.51198  -0.739
O 5.17588 -0.37603 4.58756  -0.003
N 4.07036 0.38749 6.42543  0.153
N 3.57161 -1.58995 5.59341  0.147
H 3.19536 0.22014 6.90132  0.100
H 4.59505 1.21925 6.65563  0.118
H 3.75761 -2.22486 4.83027  0.115
H 2.98548 -1.73750 6.40261  0.108
C -1.53107 -5.00092 -4.64005  -0.847
O -0.97498 -5.79867 -3.96800  0.057
N -2.83322 -5.03627 -4.79185  0.166
N -0.95684 -4.06105 -5.30433  0.169
H -3.37514 -5.59501 -4.14824  0.123
H -3.27725 -4.32899 -5.35993  0.103
H 0.05304 -4.06722 -5.31847  0.121
H -1.52511 -3.59141 -5.99470  0.110
C -0.44512 2.33092 -6.58167  -0.817
O 0.58222 1.82937 -6.14740  0.025
N -0.66808 3.58778 -6.63142  0.158
N -1.46219 1.71448 -7.07932  0.158
H -1.55733 3.97865 -6.90808  0.115
H 0.00293 4.24673 -6.26313  0.125
H -1.44771 0.70488 -7.10392  0.122
H -2.12198 2.23373 -7.64070  0.114
C 4.19118 -5.71026 -2.27699  -0.802
O 3.81021 -5.89480 -1.17474  0.066
N 3.41039 -5.81043 -3.34080  0.141
N 5.35673 -5.27377 -2.69896  0.154
H 3.54785 -5.14627 -4.08919  0.100
H 2.46082 -6.13924 -3.23925  0.110
H 5.95773 -4.84342 -2.01071  0.119
H 5.55861 -5.28815 -3.68847  0.110
C -2.03062 3.94392 7.08311  -0.802
O -1.67282 3.24125 8.02939  0.006
N -1.51624 3.83778 5.86259  0.154
N -2.67914 5.01070 7.21622  0.167
H -0.84585 3.09487 5.72563  0.114
H -1.85784 4.50736 5.18799  0.103
H -2.96430 5.14640 8.17558  0.134
H -2.85954 5.63863 6.44599  0.123
C -5.61505 1.53945 0.56109  -0.784
O -6.46160 1.92556 1.34663  0.034
N -5.67905 0.36512 0.00290  0.145
N -4.57131 2.12745 0.03877  0.154
H -6.39934 -0.31068 0.21406  0.120
H -4.85366 0.11433 -0.52239  0.097
H -3.87577 1.67610 -0.53795  0.098
H -4.36795 3.05599 0.38018  0.118
C -1.97811 7.40936 0.99510  -0.878
O -2.24906 6.42316 1.55083  0.080
N -2.61767 8.53075 1.12514  0.159
N -1.17334 7.47994 0.00105  0.167
H -3.46089 8.44918 1.67508  0.125
H -2.32635 9.33317 0.58536  0.109
H -1.09221 8.41147 -0.38073  0.110
H -0.67472 6.65176 -0.29151  0.128